[1]
{
  "formula": "C5H10O2",
  "method": "ωB97M-V/def2-TZVPD",
  "relative_energy_ev": 1.7119,
  "lumo_ev": 1.00,
  "orbital_gap_ev": 9.678,
  "largest_force_ha_per_bohr": 0.0061,
  "spin_multiplicity": 1,
  "energy_ev": -9441.33112,
  "smiles": "C/C=C/O[C@@H](C)O",
  "homo_energy_ev": -8.676,
  "species": ["C", "C", "C", "O", "C", "C", "O", "H", "H", "H", "H", "H", "H", "H", "H", "H", "H"],
  "coordinates": [[2.998745, -0.188485, -0.068849], [1.502967, -0.307048, -0.115205], [0.725000, 0.102140, 0.885119], [-0.641281, 0.154127, 0.944407], [-1.384302, -0.196661, -0.206787], [-2.843900, 0.020890, 0.145587], [-1.005464, 0.557105, -1.325525], [3.349328, 0.446057, -0.892710], [3.499000, -1.157914, -0.178515], [3.337049, 0.266544, 0.868918], [1.063484, -0.672343, -1.038115], [1.138564, 0.486214, 1.815238], [-1.181201, -1.241045, -0.482709], [-3.000013, 1.068819, 0.426929], [-3.465327, -0.207185, -0.724744], [-3.148799, -0.610484, 0.984334], [-0.943853, 1.479268, -1.037380]],
  "forces_ev_per_angstrom": [[0.097, -0.003, 0.041], [-0.172, 0.068, 0.111], [0.301, -0.029, -0.076], [-0.006, 0.017, -0.078], [-0.199, -0.200, 0.016], [-0.040, -0.030, 0.011], [0.035, 0.283, 0.046], [-0.019, -0.099, 0.139], [-0.104, 0.114, 0.025], [-0.061, -0.101, -0.132], [0.039, 0.076, 0.114], [-0.013, -0.045, -0.150], [-0.008, 0.122, 0.087], [0.044, -0.154, -0.049], [0.103, 0.016, 0.137], [0.078, 0.059, -0.106], [-0.075, -0.093, -0.137]],
  "nbo_charge": [-0.626, -0.294, 0.125, -0.524, 0.368, -0.637, -0.717, 0.212, 0.211, 0.207, 0.215, 0.182, 0.153, 0.211, 0.220, 0.221, 0.471]
}



[2]
{
  "formula": "C5H10O2",
  "method": "ωB97M-V/def2-TZVPD",
  "relative_energy_ev": 5.3264,
  "lumo_ev": 1.05,
  "orbital_gap_ev": 8.998,
  "largest_force_ha_per_bohr": 0.0174,
  "spin_multiplicity": 1,
  "energy_ev": -9437.71661,
  "homo_energy_ev": -7.946,
  "species": ["C", "C", "C", "O", "C", "C", "O", "H", "H", "H", "H", "H", "H", "H", "H", "H", "H"],
  "coordinates": [[-2.481684, -0.716711, -0.483806], [-1.616084, 0.517780, -0.639151], [-0.355370, 0.415303, 0.136272], [0.656109, -0.432466, -0.373032], [0.873968, 1.027223, -0.318906], [3.308907, 0.038289, 0.445794], [2.820573, -1.149782, 0.623939], [-3.434773, -0.582345, -0.995074], [-1.976458, -1.592540, -0.901882], [-2.686352, -0.918781, 0.572506], [-1.356266, 0.694039, -1.688023], [-2.118376, 1.417663, -0.265696], [-0.450787, 0.314984, 1.216725], [1.880103, -1.101047, 0.291408], [1.548847, 1.471231, 0.403648], [1.009314, 1.398248, -1.326229], [4.332541, -0.028665, 0.857229]],
  "forces_ev_per_angstrom": [[-0.169, -0.113, 0.003], [-0.136, 0.069, -0.053], [-0.438, 0.440, 0.138], [0.439, 0.326, -0.066], [-0.172, 0.214, -0.136], [0.774, -0.420, 0.155], [0.156, 0.156, 0.115], [-0.013, -0.123, 0.005], [-0.096, 0.091, 0.037], [-0.017, 0.015, -0.103], [-0.109, -0.026, 0.071], [-0.145, -0.099, -0.135], [-0.182, 0.071, 0.002], [0.184, -0.126, 0.078], [-0.039, -0.597, -0.215], [-0.358, 0.249, 0.003], [0.320, -0.127, 0.099]],
  "nbo_charge": [-0.607, -0.421, 0.056, -0.552, -0.100, 0.039, -0.646, 0.213, 0.214, 0.203, 0.210, 0.211, 0.183, 0.512, 0.229, 0.197, 0.058]
}



[3]
{
  "formula": "C5H10O2",
  "method": "ωB97M-V/def2-TZVPD",
  "relative_energy_ev": 1.0231,
  "lumo_ev": 0.80,
  "orbital_gap_ev": 10.425,
  "largest_force_ha_per_bohr": 0.0097,
  "spin_multiplicity": 1,
  "energy_ev": -9442.01993,
  "smiles": "CC(=O)C(C)(C)O",
  "homo_energy_ev": -9.623,
  "species": ["C", "C", "O", "C", "C", "C", "O", "H", "H", "H", "H", "H", "H", "H", "H", "H", "H"],
  "coordinates": [[0.823028, 1.495888, -1.341000], [-0.404147, 0.801598, -0.802640], [-1.516047, 1.188192, -1.085042], [-0.205231, -0.447147, 0.096811], [0.991752, -0.296826, 1.039554], [-1.501818, -0.735751, 0.843476], [0.069390, -1.470241, -0.863673], [0.508628, 2.201706, -2.112064], [1.319867, 2.048588, -0.534099], [1.539740, 0.775544, -1.748595], [1.097261, -1.194686, 1.660991], [1.917578, -0.178416, 0.468790], [0.878157, 0.563319, 1.710064], [-1.529358, -1.779128, 1.176490], [-1.603482, -0.098707, 1.728469], [-2.348178, -0.553183, 0.179272], [-0.037141, -2.320750, -0.416804]],
  "forces_ev_per_angstrom": [[0.013, 0.036, -0.073], [-0.272, 0.205, -0.125], [0.462, -0.101, 0.160], [-0.077, 0.160, 0.191], [0.041, 0.025, 0.017], [-0.047, -0.050, 0.012], [-0.006, -0.202, 0.032], [0.087, -0.112, 0.097], [-0.057, -0.122, -0.110], [-0.113, 0.083, 0.085], [-0.085, 0.123, -0.103], [-0.147, -0.012, 0.084], [-0.027, -0.121, -0.112], [0.097, 0.094, 0.012], [0.011, -0.047, -0.169], [0.072, -0.083, 0.144], [0.048, 0.127, -0.143]],
  "nbo_charge": [-0.729, 0.603, -0.530, 0.142, -0.634, -0.633, -0.715, 0.239, 0.234, 0.239, 0.214, 0.220, 0.214, 0.200, 0.216, 0.248, 0.470]
}



[4]
{
  "formula": "C5H10O2",
  "method": "ωB97M-V/def2-TZVPD",
  "relative_energy_ev": 5.1318,
  "lumo_ev": 0.91,
  "orbital_gap_ev": 10.012,
  "largest_force_ha_per_bohr": 0.0074,
  "spin_multiplicity": 1,
  "energy_ev": -9437.91123,
  "homo_energy_ev": -9.100,
  "species": ["C", "O", "C", "C", "C", "C", "O", "H", "H", "H", "H", "H", "H", "H", "H", "H", "H"],
  "coordinates": [[1.864298, 0.344453, 0.332789], [1.699874, -0.840864, -0.374312], [0.340946, -1.244237, -0.298399], [-0.498930, -0.006882, -0.603875], [-1.986566, -0.219364, -0.343433], [0.048889, 1.079901, 0.319828], [-0.333802, 1.086960, 1.593528], [0.897913, 0.686935, 1.236926], [2.438936, 1.085851, -0.226421], [2.373936, 0.174823, 1.307278], [0.100019, -1.613023, 0.711476], [0.198080, -2.052340, -1.019937], [-0.312383, 0.279231, -1.646275], [-2.569572, 0.665985, -0.615254], [-2.360738, -1.064722, -0.930199], [-2.148387, -0.415293, 0.719790], [0.247486, 2.052592, -0.163516]],
  "forces_ev_per_angstrom": [[0.148, 0.154, -0.036], [0.085, -0.019, -0.011], [-0.226, -0.113, 0.005], [0.059, -0.022, -0.031], [-0.071, -0.008, 0.011], [-0.001, 0.062, -0.375], [0.028, 0.003, 0.073], [0.095, -0.012, 0.230], [-0.100, -0.096, 0.066], [-0.096, 0.035, -0.077], [0.026, 0.033, -0.129], [0.005, 0.129, 0.100], [-0.033, -0.018, 0.130], [0.086, -0.113, 0.033], [0.052, 0.114, 0.079], [0.001, 0.019, -0.158], [-0.059, -0.147, 0.090]],
  "nbo_charge": [-0.283, -0.515, -0.059, -0.319, -0.605, 0.238, -0.783, 0.482, 0.209, 0.215, 0.176, 0.202, 0.210, 0.218, 0.212, 0.236, 0.166]
}



[5]
{
  "formula": "C5H10O2",
  "method": "ωB97M-V/def2-TZVPD",
  "relative_energy_ev": 2.4268,
  "lumo_ev": 0.83,
  "orbital_gap_ev": 9.423,
  "largest_force_ha_per_bohr": 0.0093,
  "spin_multiplicity": 1,
  "energy_ev": -9440.61625,
  "smiles": "COCC/C=C/O",
  "homo_energy_ev": -8.595,
  "species": ["C", "O", "C", "C", "C", "C", "O", "H", "H", "H", "H", "H", "H", "H", "H", "H", "H"],
  "coordinates": [[-0.648881, -0.930762, -1.617302], [-1.295358, -0.941488, -0.371652], [-1.580558, 0.344853, 0.130730], [-0.358153, 1.249039, 0.292336], [0.827248, 0.724645, 1.065984], [1.471268, -0.429406, 0.901048], [2.642557, -0.660005, 1.570706], [0.380057, -0.547334, -1.540468], [-1.187362, -0.323589, -2.360050], [-0.610225, -1.967667, -1.958747], [-2.299038, 0.857812, -0.534012], [-2.074020, 0.182974, 1.093469], [-0.709542, 2.169774, 0.772258], [-0.023732, 1.558686, -0.708042], [1.290248, 1.410861, 1.771287], [1.117677, -1.248161, 0.279458], [3.057811, -1.450237, 1.212998]],
  "forces_ev_per_angstrom": [[0.128, -0.060, -0.247], [-0.004, -0.073, 0.051], [-0.081, 0.172, 0.148], [0.006, 0.022, -0.065], [0.214, -0.124, -0.003], [-0.399, 0.259, -0.055], [0.106, -0.183, 0.074], [-0.177, -0.034, -0.114], [0.000, -0.083, 0.094], [-0.005, 0.141, -0.031], [0.106, -0.117, 0.094], [0.118, -0.013, -0.092], [0.021, -0.134, -0.055], [-0.029, -0.004, 0.139], [-0.002, 0.022, -0.101], [0.056, 0.179, 0.045], [-0.058, 0.028, 0.118]],
  "nbo_charge": [-0.261, -0.538, -0.055, -0.463, -0.301, 0.132, -0.686, 0.164, 0.168, 0.195, 0.161, 0.191, 0.222, 0.208, 0.211, 0.174, 0.478]
}



[6]
{
  "formula": "C5H10O2",
  "method": "ωB97M-V/def2-TZVPD",
  "relative_energy_ev": 1.8923,
  "lumo_ev": 0.89,
  "orbital_gap_ev": 9.346,
  "largest_force_ha_per_bohr": 0.0108,
  "spin_multiplicity": 1,
  "energy_ev": -9441.15071,
  "smiles": "C/C=C\\O.CC=O",
  "homo_energy_ev": -8.452,
  "species": ["C", "C", "C", "O", "H", "H", "H", "H", "H", "H", "C", "C", "O", "H", "H", "H", "H"],
  "coordinates": [[-0.576785, 1.144879, -1.445650], [-1.070490, 1.587519, -0.096616], [-0.370387, 1.614298, 1.040109], [0.904253, 1.206955, 1.259963], [-0.965626, 0.156068, -1.727994], [0.515300, 1.090833, -1.493688], [-0.904241, 1.846135, -2.221405], [-2.095832, 1.943623, -0.033909], [-0.810607, 1.997563, 1.957760], [1.248650, 0.699749, 0.499715], [0.104268, -1.942674, 0.756974], [1.238083, -1.840147, -0.218960], [1.835938, -0.814451, -0.475163], [0.158810, -2.881758, 1.316375], [-0.838419, -1.950426, 0.193703], [0.104470, -1.085161, 1.433018], [1.522615, -2.773007, -0.744232]],
  "forces_ev_per_angstrom": [[0.074, -0.019, -0.068], [0.063, -0.002, 0.124], [-0.276, 0.081, 0.011], [0.042, -0.011, -0.213], [0.050, 0.148, 0.055], [-0.168, 0.010, 0.006], [0.038, -0.101, 0.119], [0.155, -0.024, 0.030], [0.013, -0.034, -0.154], [-0.005, 0.050, 0.099], [0.028, 0.072, 0.057], [0.146, 0.266, -0.091], [-0.249, -0.473, 0.144], [0.019, 0.112, -0.102], [0.134, -0.012, 0.048], [-0.040, -0.149, -0.091], [-0.024, 0.087, 0.027]],
  "nbo_charge": [-0.651, -0.329, 0.145, -0.710, 0.204, 0.217, 0.219, 0.207, 0.176, 0.501, -0.739, 0.464, -0.555, 0.232, 0.249, 0.254, 0.116]
}



[7]
{
  "formula": "C5H10O2",
  "method": "ωB97M-V/def2-TZVPD",
  "relative_energy_ev": 5.0410,
  "lumo_ev": 0.86,
  "orbital_gap_ev": 10.170,
  "largest_force_ha_per_bohr": 0.0110,
  "spin_multiplicity": 1,
  "energy_ev": -9438.00199,
  "homo_energy_ev": -9.310,
  "species": ["C", "C", "C", "O", "C", "C", "O", "H", "H", "H", "H", "H", "H", "H", "H", "H", "H"],
  "coordinates": [[-2.307349, -0.607674, -0.248221], [-1.167563, 0.380457, -0.442522], [0.200939, -0.226288, -0.170528], [0.473299, -1.414733, -0.678666], [1.351037, 0.770499, -0.152789], [2.537285, 0.327139, 0.677516], [2.552451, -0.656265, 1.375779], [-3.251917, -0.185496, -0.604405], [-2.097080, -1.527988, -0.798622], [-2.430688, -0.859062, 0.812496], [-1.112558, 0.685867, -1.497632], [-1.307279, 1.288780, 0.156553], [0.066060, -0.425800, 1.244367], [0.346154, -1.180271, 0.715250], [1.046758, 1.772558, 0.179749], [1.683651, 0.856823, -1.196161], [3.416798, 1.001462, 0.627831]],
  "forces_ev_per_angstrom": [[-0.038, -0.039, 0.008], [0.014, 0.023, -0.023], [-0.070, 0.267, 0.055], [0.040, -0.056, -0.208], [-0.045, -0.056, -0.027], [-0.020, -0.311, 0.239], [-0.013, 0.487, -0.291], [0.138, -0.074, 0.060], [-0.048, 0.120, 0.075], [0.041, 0.019, -0.147], [0.006, -0.016, 0.119], [0.029, -0.116, -0.076], [0.007, 0.007, -0.079], [-0.027, -0.028, 0.220], [0.057, -0.124, -0.030], [-0.010, 0.012, 0.114], [-0.060, -0.114, -0.009]],
  "nbo_charge": [-0.614, -0.451, 0.309, -0.793, -0.578, 0.457, -0.507, 0.215, 0.236, 0.204, 0.229, 0.205, 0.019, 0.457, 0.233, 0.262, 0.117]
}